Record 1
{
  "formula": "C7H10BF6N4O8S2V",
  "method": "ωB97M-V/def2-TZVPD",
  "lumo_energy_ev": [1.81, 2.26],
  "spin_multiplicity": 2,
  "s2": 0.776,
  "homo_energy_ev": [-6.796, -6.803],
  "homo_lumo_gap_ev": [8.61, 9.06],
  "total_charge": -1,
  "relative_energy_kcal_mol": 0.0,
  "elements": ["O", "V", "B", "F", "F", "F", "F", "N", "S", "O", "O", "F", "S", "O", "O", "F", "O", "C", "O", "O", "H", "C", "C", "N", "H", "H", "H", "C", "C", "N", "H", "H", "H", "C", "C", "N", "H", "H", "H"],
  "coordinates": [[-0.097, 0.945, -1.266], [-0.886, 0.594, 0.040], [-2.557, 2.824, -0.348], [-2.743, 1.404, -0.593], [-3.549, 3.275, 0.493], [-1.302, 2.748, 0.323], [-2.508, 3.563, -1.504], [0.516, -3.526, 1.049], [0.695, -4.422, -0.246], [1.889, -5.233, -0.263], [0.254, -3.830, -1.483], [-0.423, -5.515, 0.099], [1.480, -2.245, 0.681], [0.709, -1.120, 0.237], [2.744, -2.453, 0.045], [1.919, -1.862, 2.166], [-3.109, -0.140, 3.459], [-2.088, -0.817, 2.854], [-1.707, -1.880, 3.351], [-1.595, -0.268, 1.809], [-3.168, -0.639, 4.291], [3.196, 2.015, 2.403], [1.934, 1.755, 1.751], [0.966, 1.483, 1.209], [3.981, 1.494, 1.850], [3.191, 1.672, 3.435], [3.500, 3.061, 2.396], [1.610, 3.529, -1.939], [2.951, 4.036, -2.221], [4.007, 4.431, -2.435], [0.783, 4.086, -2.367], [1.488, 3.459, -0.859], [1.550, 2.507, -2.317], [-2.399, -2.800, -3.035], [-2.036, -1.878, -1.973], [-1.720, -1.217, -1.104], [-3.316, -3.342, -2.822], [-1.610, -3.517, -3.246], [-2.546, -2.173, -3.919]],
  "forces_ev_per_angstrom": [[-0.6219, -0.1005, 0.7357], [0.2487, -2.2778, -0.6824], [-0.9244, 0.6625, 0.4018], [0.0861, -0.5246, -0.2137], [0.2598, -0.1422, -0.1116], [0.4983, 0.7595, 0.4411], [0.3059, -0.3801, 0.0249], [1.8028, 1.6825, -1.3247], [0.1688, -2.9787, -0.3511], [-0.7402, 0.7804, -0.2110], [0.0557, -0.0259, 0.2958], [-0.0416, 0.6038, -0.0252], [-0.2464, 0.0604, 2.0618], [-0.0145, 0.3842, -0.0129], [-0.6503, -0.1938, -0.1365], [-0.4862, -0.0147, -0.3512], [0.2467, 0.0327, 0.2203], [1.0733, -1.3522, -0.0103], [-0.3965, 0.8783, -0.1679], [-0.0871, 1.2645, -1.1464], [-0.3565, 0.1848, -0.2200], [0.8470, 0.0740, 0.0142], [-0.1621, -0.0167, -0.0805], [-0.2697, 0.1680, 0.2459], [-0.1095, -0.1978, 0.1126], [-0.1203, -0.1299, -0.0348], [-0.4372, 0.1076, -0.0764], [0.2773, -0.7094, 0.2388], [-0.3127, 0.3361, -0.1866], [0.0063, -0.0376, 0.0433], [0.2110, 0.3092, -0.0591], [-0.1713, 0.0757, -0.0215], [-0.0717, 0.0136, 0.0205], [-0.0497, 0.4495, -0.6068], [0.0408, -1.0963, 0.0710], [0.1075, 1.3575, 0.6884], [-0.0588, 0.1329, 0.1937], [0.2125, 0.1144, 0.2996], [-0.1200, -0.2540, -0.0788]]
}

=====

Record 2
{
  "formula": "C10H16O",
  "method": "ωB97M-V/def2-TZVPD",
  "lumo_energy_ev": 0.90,
  "homo_energy_ev": -8.534,
  "homo_lumo_gap_ev": 9.43,
  "relative_energy_kcal_mol": 33.3,
  "smiles": "Cc1ccc(O)cc1.CCC",
  "elements": ["C", "C", "C", "C", "C", "O", "C", "C", "H", "H", "H", "H", "H", "H", "H", "H", "C", "C", "C", "H", "H", "H", "H", "H", "H", "H", "H"],
  "coordinates": [[-1.686, -0.150, -1.361], [-0.401, 0.566, -1.549], [0.116, 0.728, -2.829], [1.136, 1.662, -2.994], [1.743, 2.316, -1.932], [2.776, 3.210, -2.095], [1.271, 2.062, -0.649], [0.221, 1.153, -0.467], [-1.858, -0.647, -0.402], [-1.761, -0.944, -2.103], [-2.494, 0.599, -1.447], [-0.342, 0.205, -3.684], [1.300, 1.863, -4.053], [3.359, 2.814, -2.759], [1.682, 2.596, 0.187], [-0.158, 0.987, 0.545], [-0.529, -2.477, 1.500], [-0.494, -1.139, 2.228], [-0.351, -1.444, 3.748], [-0.178, -2.202, 0.492], [-1.494, -3.001, 1.456], [0.224, -3.224, 1.790], [0.413, -0.550, 2.008], [-1.397, -0.565, 2.043], [0.208, -2.323, 4.004], [0.055, -0.510, 4.149], [-1.363, -1.585, 4.174]],
  "forces_ev_per_angstrom": [[-0.8301, -0.4481, 0.1168], [0.0289, -0.7529, 0.2030], [-0.0647, 0.6266, 0.7204], [-0.4510, -0.6219, -1.4464], [-0.4544, -0.2357, 0.4159], [0.1393, -0.3711, -0.3635], [-0.3557, -0.5092, -0.2948], [0.4703, 1.1667, 0.3122], [0.4503, 0.2510, 0.0803], [-0.4522, 0.1619, -0.2225], [0.0834, -0.5424, -0.2942], [0.2843, 0.4745, 0.4366], [0.8637, 0.3227, 0.3375], [-0.0728, 0.4313, 0.1049], [0.2944, 0.0428, 0.2262], [0.0413, 0.0753, -0.4246], [0.7822, 0.3137, -1.8536], [0.9108, -1.6713, 1.9655], [-1.8208, 1.7323, -0.2618], [-0.6269, -0.6041, -0.2893], [0.1614, 0.4609, 0.0571], [-0.1539, 0.4363, 0.5519], [-0.5117, -0.3093, -0.5910], [0.0704, 0.1937, -0.0809], [0.6483, -0.1891, -0.1333], [0.1074, -0.4808, 0.7157], [0.4579, 0.0462, 0.0120]]
}

=====

Record 3
{
  "formula": "C2H4NO3P",
  "method": "ωB97M-V/def2-TZVPD",
  "lumo_energy_ev": 7.18,
  "homo_energy_ev": 1.036,
  "homo_lumo_gap_ev": 6.14,
  "total_charge": -2,
  "relative_energy_kcal_mol": 21.5,
  "smiles": "O=P([O-])([O-])N1CC1",
  "elements": ["O", "P", "O", "O", "N", "C", "C", "H", "H", "H", "H"],
  "coordinates": [[-1.518, -0.746, -1.032], [-0.532, 0.399, -1.380], [-1.250, 1.865, -1.424], [0.451, 0.111, -2.501], [0.541, 0.613, 0.046], [0.858, -0.707, 0.575], [-0.074, 0.193, 1.249], [1.911, -0.674, 0.977], [0.546, -1.662, 0.038], [-1.008, -0.175, 1.152], [0.075, 0.783, 2.300]],
  "forces_ev_per_angstrom": [[0.9340, 0.6942, -0.0978], [-2.5813, 3.3217, -0.6787], [1.5236, -3.2089, 0.0345], [-0.0712, -0.1147, 0.1808], [-0.2672, -0.5441, -0.8227], [2.8719, -0.7641, 0.3388], [1.5534, 1.7240, 3.0894], [-0.8478, -0.6264, -0.3687], [0.1220, 1.5363, 0.7903], [-3.4255, -0.7162, -0.1330], [0.1880, -1.3017, -2.3329]]
}

=====

Record 4
{
  "formula": "C29H41CoGe2N7SeTe",
  "method": "ωB97M-V/def2-TZVPD",
  "lumo_energy_ev": [-5.98, -8.83],
  "spin_multiplicity": 2,
  "s2": 0.839,
  "homo_energy_ev": [-12.615, -12.423],
  "homo_lumo_gap_ev": [6.63, 3.59],
  "total_charge": 2,
  "relative_energy_kcal_mol": 22.9,
  "elements": ["Co", "N", "C", "C", "N", "C", "C", "N", "C", "C", "N", "H", "H", "H", "H", "H", "H", "C", "C", "Ge", "C", "C", "C", "C", "Ge", "C", "C", "C", "C", "C", "C", "C", "C", "C", "C", "H", "H", "H", "H", "H", "H", "H", "H", "H", "H", "H", "H", "H", "H", "H", "H", "H", "H", "H", "H", "H", "H", "H", "H", "H", "H", "Se", "N", "C", "C", "C", "C", "N", "C", "N", "H", "H", "H", "C", "Te", "C", "H", "H", "H", "H", "H", "H"],
  "coordinates": [[1.157, 0.120, 0.554], [2.705, -0.314, 4.321], [1.440, -0.275, 4.868], [0.586, -0.200, 3.814], [1.302, -0.199, 2.636], [2.577, -0.257, 2.984], [3.599, -0.238, 1.948], [3.225, -0.115, 0.690], [4.380, -0.098, -0.059], [5.454, -0.220, 0.765], [4.939, -0.310, 2.040], [3.561, -0.345, 4.850], [1.267, -0.316, 5.929], [-0.489, -0.176, 3.836], [4.367, -0.012, -1.132], [6.511, -0.265, 0.563], [5.489, -0.414, 2.876], [1.487, 1.707, -4.113], [1.929, 1.394, -2.673], [0.975, -0.145, -1.895], [1.736, -1.781, -2.658], [1.535, -1.903, -4.177], [-0.909, -0.083, -2.352], [-1.922, -0.095, -1.456], [-1.413, -0.148, 0.457], [-1.848, -1.839, 1.333], [-3.306, -2.081, 1.747], [-1.963, 1.396, 1.558], [-3.460, 1.694, 1.736], [-3.341, -0.131, -1.862], [-3.719, -0.089, -3.220], [-5.047, -0.130, -3.586], [-6.041, -0.219, -2.610], [-5.692, -0.269, -1.264], [-4.358, -0.224, -0.903], [1.959, 2.626, -4.462], [0.406, 1.854, -4.184], [1.761, 0.922, -4.814], [1.772, 2.267, -2.047], [2.997, 1.169, -2.627], [1.257, -2.627, -2.172], [2.797, -1.824, -2.401], [0.480, -1.852, -4.453], [1.919, -2.860, -4.533], [2.063, -1.125, -4.725], [-1.137, -0.095, -3.421], [-1.196, -1.873, 2.209], [-1.507, -2.618, 0.653], [-3.702, -1.273, 2.365], [-3.382, -2.998, 2.336], [-3.959, -2.199, 0.883], [-1.473, 2.276, 1.149], [-1.498, 1.220, 2.528], [-3.946, 1.932, 0.791], [-3.584, 2.559, 2.390], [-4.001, 0.866, 2.196], [-2.969, -0.021, -3.997], [-5.317, -0.094, -4.634], [-7.083, -0.251, -2.901], [-6.458, -0.341, -0.503], [-4.106, -0.270, 0.146], [3.576, 3.982, 2.905], [2.643, 5.171, 2.019], [1.828, 4.486, 1.238], [0.886, 5.075, 0.345], [0.121, 4.233, -0.388], [0.280, 2.825, -0.249], [1.124, 2.221, 0.552], [1.925, 3.044, 1.323], [2.811, 2.567, 2.170], [0.802, 6.153, 0.276], [-0.616, 4.604, -1.088], [-0.343, 2.179, -0.856], [1.094, -3.486, 2.571], [1.503, -2.857, 0.585], [0.268, -4.363, -0.251], [1.719, -4.350, 2.786], [0.041, -3.751, 2.644], [1.320, -2.677, 3.262], [-0.643, -4.445, 0.340], [0.830, -5.293, -0.219], [0.026, -4.108, -1.280]],
  "forces_ev_per_angstrom": [[-1.2092, -1.1736, -0.6994], [0.0539, 0.0198, 0.1944], [0.0975, -0.0239, 0.0099], [0.0151, -0.0538, -0.2751], [0.2140, 0.5196, 0.0386], [-0.0536, -0.0878, -0.1642], [-0.1336, -0.0691, 0.0034], [-0.0511, 0.3478, 0.0070], [-0.2592, -0.0374, -0.0125], [-0.0077, -0.0276, 0.0991], [0.1874, 0.0084, 0.0599], [-0.0086, -0.0345, -0.0027], [0.0362, 0.0139, -0.0455], [0.0071, 0.0287, -0.0199], [-0.0151, 0.0134, 0.0476], [-0.0550, 0.0126, 0.0419], [-0.0015, -0.0214, -0.0105], [0.2560, 0.2624, 0.1313], [-0.3664, -0.0249, -0.7599], [0.8916, 0.6133, 2.2834], [-0.2319, -0.0956, -0.5126], [0.1258, -0.1661, 0.1149], [0.4658, -0.0678, -1.8497], [-2.8339, -0.0999, 0.6860], [2.6873, 0.6493, 0.5623], [-0.6109, -0.0983, -0.0430], [0.1999, -0.1788, 0.1158], [-0.8655, 0.0031, -0.2069], [0.2500, 0.1368, 0.2176], [2.0203, 0.0621, 0.0206], [-0.6182, 0.0365, -0.9065], [0.5215, 0.0307, -0.2679], [-0.0976, 0.0022, -0.1681], [0.5150, 0.0028, 0.5543], [-1.0315, -0.0538, 0.5455], [-0.0270, -0.0071, -0.0660], [0.0172, 0.0106, 0.0192], [-0.0281, -0.0229, 0.0097], [0.0337, 0.0350, 0.0550], [-0.0374, -0.0437, -0.0498], [0.0203, -0.1150, -0.0152], [-0.0441, 0.0611, 0.0441], [0.0201, 0.0041, -0.0016], [-0.0286, 0.0101, -0.0302], [0.0129, 0.0085, 0.0167], [-0.1562, 0.0298, 0.1060], [0.0119, 0.0363, -0.0427], [-0.0637, -0.0586, 0.0792], [0.0322, -0.0199, -0.0114], [-0.0588, 0.0180, -0.0353], [-0.0065, -0.0821, 0.0263], [-0.0614, 0.0172, 0.0723], [0.0349, -0.0359, 0.0130], [-0.0090, 0.0376, -0.0594], [-0.0952, -0.0119, -0.0158], [0.0145, 0.0204, -0.0238], [-0.0798, 0.0051, 0.0636], [-0.0034, -0.0019, 0.0697], [0.0169, -0.0006, -0.0029], [0.0493, 0.0030, -0.0451], [0.0417, 0.0660, -0.0363], [0.3118, -0.0017, 0.2930], [-0.0771, -0.1268, -0.0604], [-0.1039, 0.0145, -0.1269], [0.0289, 0.0309, 0.0543], [0.0101, -0.0217, -0.0068], [0.1777, 0.0225, 0.0781], [-0.1875, -0.6212, -0.2397], [-0.2426, -0.1534, -0.1961], [0.0192, 0.2585, 0.0387], [0.0419, -0.0483, 0.0248], [0.0188, -0.0332, 0.0161], [0.0419, 0.0114, 0.0307], [0.0402, -0.1046, 0.0556], [0.4554, 0.5406, 0.1697], [-0.1397, 0.0238, -0.0480], [-0.0705, 0.0184, 0.0481], [0.0387, 0.0035, 0.0370], [-0.0050, -0.0920, -0.0292], [0.0370, -0.0758, -0.0574], [-0.0659, 0.0084, -0.0301], [-0.0294, -0.0663, 0.0202]]
}

=====

Record 5
{
  "formula": "C2H9N2PS",
  "method": "ωB97M-V/def2-TZVPD",
  "lumo_energy_ev": [-0.21, -0.52],
  "homo_energy_ev": [-7.970, -8.219],
  "homo_lumo_gap_ev": [7.76, 7.70],
  "relative_energy_kcal_mol": 76.9,
  "elements": ["C", "C", "N", "N", "P", "S", "H", "H", "H", "H", "H", "H", "H", "H", "H"],
  "coordinates": [[1.692, -1.039, -0.325], [0.870, 1.551, 0.047], [-1.531, -0.383, -0.108], [-0.704, -0.459, 1.008], [1.058, 0.049, 1.098], [-3.766, 0.206, -0.072], [2.674, -0.507, -0.503], [1.939, -2.128, 0.149], [1.121, -1.002, -1.281], [0.572, 1.181, -0.989], [0.233, 2.292, 0.596], [1.828, 2.092, 0.239], [-3.691, -1.083, -0.710], [-1.254, 0.453, -0.675], [-1.041, -1.223, 1.527]],
  "forces_ev_per_angstrom": [[1.7023, -0.8024, 1.7864], [0.1648, 0.3455, 1.1610], [1.0241, 0.5701, 0.3052], [-0.3370, 1.6462, -1.6821], [-2.1355, -1.0867, -1.6183], [1.1966, -2.0919, -0.7257], [-0.6630, -0.8945, -0.0628], [-0.7248, 2.5425, -1.6207], [0.1462, -0.3555, 0.9271], [0.6479, 1.4571, 1.2213], [-0.3504, -0.8762, -0.9607], [-0.1768, -0.6200, -1.3041], [-0.4627, 1.9743, 0.9362], [-0.1312, -0.7712, 0.6706], [0.0994, -1.0372, 0.9666]]
}

=====

Record 6
{
  "formula": "C5H8BrF3N5O4S",
  "method": "ωB97M-V/def2-TZVPD",
  "lumo_energy_ev": -0.11,
  "homo_energy_ev": -2.234,
  "homo_lumo_gap_ev": 2.12,
  "total_charge": -1,
  "elements": ["N", "N", "C", "N", "C", "N", "N", "Br", "S", "O", "O", "C", "F", "F", "F", "H", "H", "H", "H", "O", "C", "C", "O", "H", "H", "H", "H"],
  "coordinates": [[0.772, 0.195, 0.866], [0.307, 0.802, -0.337], [0.946, 1.823, -0.974], [0.571, 2.482, -2.082], [1.446, 3.403, -2.355], [2.380, 3.310, -1.397], [2.102, 2.351, -0.560], [3.552, 1.980, 1.099], [-1.117, 0.223, -1.008], [-1.001, 0.085, -2.413], [-1.466, -1.013, -0.406], [-2.556, 1.385, -0.741], [-2.267, 2.606, -1.143], [-2.938, 1.382, 0.524], [-3.565, 0.950, -1.477], [0.927, 0.960, 1.521], [0.044, -0.382, 1.306], [1.394, 4.091, -3.177], [3.207, 3.874, -1.281], [-0.068, -2.180, 2.342], [-0.413, -3.013, 1.443], [-0.272, -4.626, 2.065], [-0.606, -5.445, 1.164], [0.181, -3.025, 0.511], [-1.450, -2.953, 1.075], [-0.881, -4.598, 2.991], [0.770, -4.668, 2.442]],
  "forces_ev_per_angstrom": [[0.4047, 0.5514, 0.5313], [-3.2807, -1.6233, -0.4567], [3.5146, 3.2032, -0.9972], [-3.3095, -0.9726, -1.5335], [0.1478, -0.7825, 1.1333], [0.2715, 0.9868, -1.0915], [-3.3699, -0.9490, -1.3657], [3.4867, -0.5562, 3.7954], [1.0801, -1.0388, -1.3093], [0.2357, 1.3287, -0.8798], [-0.2900, -0.0722, 2.1190], [0.3207, -0.2264, -0.2838], [0.2011, 0.4367, 0.2501], [0.0882, 0.2072, 0.5024], [-0.2924, -0.3607, -0.2155], [0.3915, 0.0656, 0.0171], [0.0419, -0.0725, -0.6597], [0.1748, 0.1471, -0.0488], [0.2485, -0.2191, 0.4062], [-0.2832, -1.2505, -0.2974], [-0.3344, 4.6830, -1.7167], [0.4677, -4.3594, 1.8510], [0.1085, 0.9855, 0.2483], [0.7222, -0.6769, 0.4855], [-0.3597, -0.6938, 0.8280], [-0.6556, 0.6417, -0.4959], [0.2689, 0.6169, -0.8161]]
}

=====

Record 7
{
  "formula": "C4H11NO3",
  "method": "ωB97M-V/def2-TZVPD",
  "lumo_energy_ev": [3.52, 3.42],
  "spin_multiplicity": 2,
  "s2": 0.753,
  "homo_energy_ev": [0.438, -3.107],
  "homo_lumo_gap_ev": [3.08, 6.53],
  "total_charge": -1,
  "relative_energy_kcal_mol": 39.6,
  "elements": ["O", "C", "C", "C", "N", "C", "O", "H", "H", "H", "H", "H", "H", "H", "H", "H", "H", "H", "O"],
  "coordinates": [[-1.522, 1.705, -0.664], [-0.296, 1.568, -0.702], [0.749, 0.996, 0.291], [2.056, 1.386, -0.281], [0.730, -0.450, 0.493], [-0.418, -0.989, 1.406], [-1.637, -0.945, 0.856], [0.159, 2.063, -1.685], [0.636, 1.584, 1.272], [2.126, 2.471, -0.214], [2.906, 1.094, 0.365], [2.366, 1.074, -1.315], [0.576, -0.878, -0.399], [-0.295, -2.175, 1.508], [-0.264, -0.464, 2.477], [-2.059, -0.012, 0.709], [-0.697, -2.285, -1.046], [0.281, -3.411, -1.159], [0.236, -2.469, -1.223]],
  "forces_ev_per_angstrom": [[-3.7237, -0.4541, 1.7368], [3.9142, 0.5358, -2.6589], [-2.0356, 1.1925, -0.4969], [2.9267, 0.7570, 0.0825], [-1.7192, -0.8345, 3.0385], [4.1355, -0.6659, 0.8365], [-3.8604, 2.1162, -0.9086], [0.0843, -0.8021, 1.6172], [0.1098, -1.1038, -0.6033], [-0.0880, 0.2905, -0.5003], [-0.3915, -0.4049, -0.0947], [-0.9496, 0.0824, 0.8212], [0.1917, 0.0135, -0.2402], [0.5024, 2.5416, 0.1621], [-0.5246, -1.0179, -2.2599], [1.7436, -1.6173, -0.0436], [-0.0036, 0.3498, 0.0442], [0.2598, -1.0084, 0.0467], [-0.5719, 0.0296, -0.5794]]
}

=====

| no. | electronic energy (eV) |
| --- | --- |
| 1 | -94110.9386 |
| 2 | -12676.2800 |
| 3 | -19059.6194 |
| 4 | -264450.6253 |
| 5 | -25320.3775 |
| 6 | -109978.1740 |
| 7 | -11956.3317 |